Entry 1:
118
Properties=species:S:1:pos:R:3 method="wB97M-V/def2-TZVPD" multiplicity=5 e_tot_ha=-5828.568820 e_lumo_ev="-3.0777 / -4.3583" relative_energy_ev=1.462 total_charge=+1
Cr 0.49578 -0.43148 -1.64461
C -4.58772 -0.98345 -1.07522
C -3.65218 -0.82917 0.07566
C -4.06493 -0.60408 1.35038
C -3.11172 -0.48251 2.39542
N -1.83417 -0.48234 2.14757
N -1.41087 -0.64766 0.88736
B 0.12031 -0.69478 0.64856
N 0.88935 0.44456 1.24087
N 0.09902 1.42665 1.73857
C 0.59878 2.57317 2.06662
C 1.96271 2.88759 1.80505
C 2.81317 1.90677 1.41947
C 4.26181 2.21462 1.18989
C 2.28441 0.57543 1.25043
S 3.33327 -0.71957 1.11848
C -0.24878 3.55348 2.86085
C -1.67454 3.03767 3.01787
C -0.28027 4.94949 2.21905
C 0.42892 3.63462 4.24488
N 0.64887 -2.10441 1.00459
N 0.74277 -2.22304 2.32466
C 1.32142 -3.26790 2.84782
C 1.71622 -4.34572 2.02227
C 1.60473 -4.24505 0.66490
C 2.06261 -5.32112 -0.26205
C 1.11344 -3.02185 0.13584
S 1.24638 -2.67912 -1.53118
C 1.59264 -3.19873 4.34309
C 2.51460 -1.98977 4.57530
C 2.27509 -4.46608 4.85460
C 0.27235 -2.97608 5.08669
C -2.24813 -0.87909 -0.13484
S -1.64296 -1.28404 -1.67026
C -3.60854 -0.35139 3.82626
C -4.37258 0.97720 3.95234
C -4.56728 -1.51304 4.13601
C -2.45708 -0.39414 4.82603
H -5.62266 -0.96216 -0.74172
H -4.39369 -1.91950 -1.60084
H -4.41936 -0.17023 -1.78448
H -5.12118 -0.53937 1.56955
H 2.33502 3.89286 1.94422
H 4.59487 2.98126 1.88771
H 4.39982 2.60207 0.17781
H 4.87073 1.32381 1.30076
H -2.12243 2.85320 2.03961
H -2.27537 3.77009 3.55808
H -1.67064 2.10114 3.56710
H -1.01647 4.98725 1.41406
H 0.68619 5.24812 1.81243
H -0.57021 5.68598 2.96855
H 0.52691 2.64003 4.68478
H -0.17005 4.25204 4.91518
H 1.42481 4.07353 4.17380
H 2.12817 -5.24457 2.45752
H 2.45702 -6.16946 0.29271
H 2.84051 -4.93223 -0.92130
H 1.24201 -5.65347 -0.89960
H 3.44464 -2.09426 4.01339
H 2.75753 -1.90539 5.63558
H 2.02095 -1.07257 4.25372
H 3.23644 -4.62790 4.36350
H 1.64629 -5.34655 4.70829
H 2.46222 -4.36721 5.92332
H -0.21438 -2.08330 4.69997
H 0.46049 -2.84139 6.15250
H -0.39559 -3.83070 4.96012
H -5.23258 1.00706 3.28193
H -3.72512 1.82345 3.71947
H -4.74118 1.08970 4.97235
H -5.45396 -1.49213 3.50219
H -4.90081 -1.43566 5.17115
H -4.07136 -2.47645 4.00570
H -1.69461 0.33495 4.57213
H -1.99406 -1.37936 4.82521
H -2.82973 -0.18482 5.82895
Cl 2.76352 0.45775 -2.16652
C 3.24848 -0.28291 -3.66215
C 4.57036 -0.62157 -3.87259
C 4.90970 -1.24689 -5.06387
C 3.93364 -1.53414 -6.00579
C 2.61211 -1.17866 -5.78231
C 2.25382 -0.52425 -4.60845
P 0.54344 -0.08840 -4.15227
C -0.43532 -0.74995 -5.53553
C -0.84374 0.03378 -6.61249
C -1.56461 -0.54177 -7.64764
C -1.87390 -1.89428 -7.62051
C -1.45556 -2.67988 -6.55629
C -0.74640 -2.10975 -5.51195
C 0.37948 1.70854 -4.38671
C -0.92905 2.19201 -4.30098
C -1.18237 3.54835 -4.40044
C -0.12256 4.43107 -4.57379
C 1.17538 3.95381 -4.66285
C 1.43437 2.59208 -4.56431
H 5.31561 -0.40854 -3.11817
H 5.93858 -1.52014 -5.25329
H 4.20964 -2.04363 -6.91909
H 1.85783 -1.40758 -6.52297
H -0.60124 1.08577 -6.65388
H -1.88797 0.07021 -8.47923
H -2.44132 -2.33428 -8.42964
H -1.68922 -3.73618 -6.53839
H -0.42473 -2.71391 -4.66986
H -1.74954 1.49778 -4.15549
H -2.19836 3.91039 -4.32352
H -0.31011 5.49598 -4.62393
H 1.99736 4.64253 -4.80961
H 2.45272 2.23071 -4.63882
Cl -1.89743 4.72646 -0.75926
C -0.46960 3.68565 -0.81717
C -0.82037 2.22912 -1.10733
O -1.96677 1.82311 -1.08606
O 0.25367 1.52750 -1.33633
H 0.02238 3.73129 0.14978
H 0.20194 4.05930 -1.58492

=====

Entry 2:
38
Properties=species:S:1:pos:R:3 method="wB97M-V/def2-TZVPD" multiplicity=5 e_tot_ha=-2868.794989 e_lumo_ev="-6.0683 / -9.1758" total_charge=+2
Ru 0.13629 0.84397 -1.40486
N 0.31916 1.99970 0.33287
N 0.01184 3.41777 0.11851
C -0.94588 3.66207 -0.77856
N -1.39250 4.92600 -0.91359
S -1.50711 2.29692 -1.74908
H -0.34926 1.52841 0.99342
H 1.28718 1.96955 0.71376
H 0.28435 4.07074 0.84814
H -0.89610 5.61734 -0.32342
H -2.05194 5.24956 -1.59836
Cl 6.11997 -1.36025 -4.16310
C 4.81735 -1.15255 -3.12456
C 4.23139 0.11768 -3.11359
C 3.07405 0.28186 -2.41348
Cl 2.10570 1.64916 -2.68452
C 2.58340 -0.69968 -1.56131
O 1.48457 -0.62370 -0.90320
C 3.45320 -1.85339 -1.30754
Cl 3.09449 -2.82160 0.02789
C 4.44630 -2.15315 -2.23398
H 4.60396 0.88650 -3.78634
H 4.96953 -3.11154 -2.27130
C -2.23542 -0.16374 3.13781
Si -2.46937 -1.53939 1.86266
C -1.91240 -3.27177 2.38757
C -4.27842 -2.00858 1.60861
C -1.66086 -0.88121 0.40306
C -1.10942 -0.11966 -0.43855
H -2.73988 -0.48080 4.07232
H -2.72605 0.81457 2.84083
H -1.18329 0.08130 3.26770
H -2.37063 -3.52389 3.35610
H -0.81725 -3.45531 2.50669
H -2.27155 -3.99581 1.61715
H -4.84273 -1.65531 2.45229
H -4.50644 -3.06392 1.44040
H -4.75621 -1.47784 0.78156

=====

Entry 3:
100
Properties=species:S:1:pos:R:3 method="wB97M-V/def2-TZVPD" e_tot_ha=-4608.082285 e_lumo_ev=-0.3603 smiles=CCCCCCCO[C@](CCCCCN)(C(F)(F)C(F)(F)C(F)(F)C(F)(F)F)[C@@](F)(CCOCC(F)(F)F)OCCCN.ClCCCl.ClCCCl total_charge=0
C -3.72489 -2.19581 -6.64265
C -3.09392 -1.62145 -5.22686
C -3.23985 0.00239 -5.03880
C -1.82967 0.80264 -4.79565
C -0.81713 0.11538 -3.70539
C -1.54981 -0.54636 -2.39484
C -0.83046 -0.09716 -0.95140
O 0.00253 -1.16725 -0.53334
C 1.01158 -0.96511 0.47807
C 1.82983 0.47257 0.42542
C 2.38401 0.92961 -1.03908
C 2.71237 2.56629 -0.93398
C 1.34874 3.49660 -1.04122
C 1.76647 4.97807 -1.69500
N 0.61949 5.97580 -1.66439
C 0.25089 -0.93454 1.97083
F -0.69480 0.23540 2.11239
C -0.77276 -2.24536 2.16476
C -1.76226 -2.09866 3.47449
O -3.16000 -2.39966 3.07174
C -4.12899 -1.59734 3.83420
C -5.44473 -1.39929 2.82112
F -4.97605 -0.89783 1.47600
F -6.30969 -0.36924 3.44035
F -6.08638 -2.71864 2.61429
O 1.13271 -0.89220 3.11731
C 1.31768 0.39369 3.76029
C 0.30058 0.67265 5.06039
C 0.73539 2.16270 5.68325
N 0.14502 3.20619 4.75842
C 2.09152 -2.18890 0.31642
F 2.21512 -3.07689 1.53638
F 3.51906 -1.72655 0.12435
C 1.83308 -3.27477 -0.87720
F 2.84219 -4.36642 -0.55253
F 0.53296 -4.03754 -0.75680
C 2.22618 -2.84181 -2.38987
F 3.72523 -2.84943 -2.58185
F 1.75117 -1.54684 -2.88476
C 1.67333 -3.97784 -3.48760
F 2.25215 -3.52689 -4.80876
F 2.21990 -5.33322 -3.25349
F 0.19506 -3.92733 -3.67246
H -4.69642 -2.84324 -6.39582
H -2.86969 -2.86347 -7.13984
H -4.08304 -1.33217 -7.36576
H -1.99284 -2.03223 -5.06871
H -3.74042 -2.12331 -4.36309
H -4.01909 0.32305 -4.19756
H -3.70852 0.41083 -6.05660
H -1.98559 1.94612 -4.49030
H -1.23711 0.85037 -5.83075
H 0.03923 0.89083 -3.43324
H -0.27327 -0.77825 -4.27133
H -2.70517 -0.30296 -2.31075
H -1.41308 -1.71456 -2.45557
H -0.39153 0.95894 -1.14461
H -1.75271 0.05226 -0.20812
H 1.16475 1.38743 0.81150
H 2.77103 0.48141 1.16109
H 1.63401 0.82249 -1.92888
H 3.44555 0.43055 -1.25171
H 3.19249 2.80551 0.10798
H 3.46669 2.92704 -1.75533
H 0.54784 2.97959 -1.72187
H 0.85623 3.71515 0.00527
H 2.07622 4.81192 -2.81249
H 2.63543 5.46428 -1.03955
H 0.39397 6.26396 -0.68506
H 0.96323 6.85676 -2.14690
H -1.49922 -2.37140 1.22734
H -0.20896 -3.25979 2.28477
H -1.46307 -2.97197 4.23170
H -1.63890 -1.10290 4.07452
H -4.44598 -2.12114 4.85786
H -3.73818 -0.50950 4.04402
H 1.39346 1.33198 3.04166
H 2.39684 0.34819 4.27587
H -0.82715 0.81351 4.71942
H 0.33980 -0.18496 5.85518
H 1.88649 2.25979 5.86893
H 0.12131 2.24178 6.70380
H 0.91531 3.78833 4.34681
H -0.34159 2.78671 3.93079
Cl 7.96645 -2.48381 -3.12747
C 6.74805 -3.27466 -2.09729
C 7.25884 -3.51830 -0.68605
Cl 8.54143 -4.75433 -0.63882
H 6.44556 -4.20754 -2.58304
H 5.87961 -2.60981 -2.06765
H 6.44491 -3.88403 -0.05388
H 7.65475 -2.60225 -0.23684
Cl -3.59930 2.97361 6.13375
C -3.95127 4.52321 5.32997
C -4.29893 4.34310 3.86077
Cl -2.89595 3.81570 2.89718
H -3.08524 5.17924 5.46166
H -4.79871 4.96867 5.85960
H -4.63207 5.29502 3.43800
H -5.09935 3.60960 3.72288